The following is a quantum chemistry calculation of C23H42CuN9O4PS3Sb as an isolated structure, from OMol25.

Calculated values
energy	-5112.2610	a.u.
frontier orbital gap	0.2595	hartree
HOMO energy	-6.816	eV

Structure (XYZ):
```
84
Properties=species:S:1:pos:R:3:forces:R:3
Cu -0.0152 0.1413 0.2626 0.4 0.2 0.3
S 3.2259 2.9453 -0.2330 0.0 0.0 0.0
Sb 4.0053 0.8599 0.1809 -0.3 0.0 -0.2
S 2.0560 -0.7514 0.3139 0.1 0.1 0.1
S 2.9460 -0.5160 -1.5888 0.1 -0.1 0.0
C -1.3542 1.6345 5.4033 0.0 0.1 -0.2
N -1.1245 2.1605 4.0587 0.0 -0.2 0.1
C -1.5390 3.3981 3.7070 0.0 0.1 0.1
C -1.2100 3.9346 2.5201 0.0 0.1 -0.2
C -0.3820 3.1398 1.6568 0.1 0.0 0.1
N -0.0926 1.8734 1.9184 -0.2 0.0 0.3
C -0.4111 1.3448 3.1421 0.1 -0.2 0.1
O -0.0951 0.2238 3.5126 -0.1 0.2 -0.2
N 0.1346 3.6971 0.5540 -0.1 -0.1 -0.1
H -1.5988 2.4592 6.0683 0.0 0.0 0.0
H -0.4553 1.1362 5.7489 0.1 0.0 0.0
H -2.1638 0.9076 5.4183 -0.1 0.0 -0.1
H -2.1142 3.9394 4.4461 0.0 0.0 0.0
H -1.5002 4.9397 2.2499 0.0 -0.1 0.0
H 0.0785 4.6957 0.4589 0.0 0.0 0.0
H 0.9652 3.2534 0.1589 0.0 -0.1 -0.1
C -5.0788 -2.8393 1.0942 0.1 0.1 -0.1
N -3.8568 -2.1624 0.6746 0.0 -0.2 -0.1
C -3.7158 -2.0657 -0.7779 -0.1 0.0 0.1
P -2.4479 -2.1073 1.5593 -0.3 0.2 -0.1
O -1.5931 -0.9743 1.1307 -0.2 -0.1 0.0
N -1.6536 -3.5447 1.4299 0.3 -0.1 0.1
C -0.1941 -3.6005 1.4574 -0.1 -0.1 0.0
C -2.3145 -4.7897 1.7893 0.1 0.1 -0.1
N -3.0407 -2.0277 3.1163 0.1 0.3 0.1
C -3.7916 -0.7983 3.4048 0.0 -0.2 0.1
C -2.0770 -2.3507 4.1833 -0.1 0.0 -0.1
H -5.9489 -2.2402 0.8082 0.0 0.0 0.0
H -5.0918 -2.9765 2.1723 0.0 0.0 0.0
H -5.1836 -3.8181 0.6093 0.0 0.0 0.0
H -4.4948 -1.4170 -1.1887 0.0 0.0 0.0
H -3.8189 -3.0539 -1.2461 0.0 0.0 0.0
H -2.7446 -1.6519 -1.0415 0.0 0.0 0.0
H 0.2228 -2.6265 1.2246 0.0 0.1 0.0
H 0.1599 -4.3185 0.7131 0.0 0.0 0.0
H 0.1795 -3.9161 2.4397 0.0 0.0 0.0
H -3.3973 -4.6844 1.7520 0.1 0.0 0.0
H -2.0395 -5.1172 2.7994 0.0 0.0 0.0
H -2.0211 -5.5766 1.0900 0.0 0.0 0.0
H -4.5030 -0.5905 2.6062 0.0 0.0 0.0
H -3.1265 0.0657 3.5022 0.0 0.0 0.0
H -4.3460 -0.9265 4.3378 0.0 0.0 0.0
H -1.5354 -3.2652 3.9385 -0.1 0.1 0.0
H -2.6283 -2.5267 5.1091 0.0 0.0 0.0
H -1.3508 -1.5493 4.3372 0.0 0.0 0.0
N -2.5710 3.7397 -5.2944 0.0 -0.1 0.0
C -3.2149 3.0373 -4.3247 0.0 0.0 0.0
O -4.4248 2.9164 -4.3071 0.1 0.0 0.0
C -2.3525 2.4170 -3.2531 0.0 0.1 -0.1
C -0.9730 2.2974 -3.3311 0.1 0.0 -0.1
C -0.2836 1.7263 -2.2734 0.2 0.0 0.1
N -0.8954 1.2862 -1.1759 -0.4 0.0 -0.1
C -2.2299 1.3687 -1.1141 0.1 0.1 0.0
C -2.9906 1.9281 -2.1244 -0.1 -0.1 0.1
H -3.1286 4.1692 -6.0119 0.0 0.0 0.0
H -1.5820 3.9020 -5.2878 0.0 0.0 0.0
H -0.4100 2.6176 -4.2004 0.0 0.0 0.1
H 0.7976 1.6101 -2.3004 -0.1 0.0 0.0
H -2.6892 0.9596 -0.2192 0.0 0.0 0.0
H -4.0676 1.9922 -2.0561 0.0 0.0 0.0
O -0.6137 -1.4097 -1.7233 -0.1 -0.3 -0.1
C 0.0631 -1.9033 -2.6014 -0.2 0.0 -0.1
C 0.7947 -3.2056 -2.4438 0.0 0.0 0.0
C -0.2585 -4.2786 -2.8108 0.0 0.1 -0.1
C -0.9853 -4.0949 -4.1605 0.0 0.1 0.1
C -2.0158 -2.9452 -4.2130 0.1 0.0 0.1
C -1.4059 -1.5432 -4.4474 0.1 -0.1 0.1
N -0.0374 -1.4580 -3.9152 0.0 0.1 0.0
H 1.1350 -3.3354 -1.4185 0.0 0.0 0.0
H 1.6572 -3.2519 -3.1108 0.0 0.0 0.0
H -1.0133 -4.2919 -2.0166 0.0 0.0 0.0
H 0.2322 -5.2536 -2.8056 0.0 0.0 0.0
H -1.5218 -5.0241 -4.3626 0.0 0.0 0.0
H -0.2521 -3.9880 -4.9695 0.0 0.0 0.0
H -2.5682 -2.9392 -3.2678 0.0 0.0 -0.1
H -2.7439 -3.1486 -5.0016 0.0 0.0 0.0
H -2.0171 -0.7829 -3.9652 0.0 0.1 0.0
H -1.3606 -1.3083 -5.5085 0.0 0.0 -0.1
H 0.6289 -1.9196 -4.5125 0.0 -0.1 -0.1
```
Forces are in eV/Å.